The following is a quantum chemistry calculation of the molecule C8H8N2O5 at a distorted geometry, from OMol25.

Cartesian coordinates (Å):
C 0.02434 -0.17962 -0.64844
C -0.93793 -0.87679 0.31809
C -0.26408 1.34894 -0.86214
C -2.27913 -0.19021 0.23201
C -1.43982 1.88259 -0.66106
C -2.54808 1.00326 -0.31110
C -0.17048 -0.77987 1.71830
C 1.38892 -0.35459 0.03323
N 2.53763 0.71341 -0.15085
N 2.04875 -1.63652 -0.50321
O 2.88835 0.83197 -1.26672
O 2.86620 1.27316 0.83758
O 2.06810 -1.65090 -1.72142
O 2.39777 -2.44136 0.29007
O 1.19709 -0.41484 1.43664
H 0.05271 -0.64997 -1.60908
H -1.05988 -1.91570 0.03844
H 0.58955 1.93496 -1.22246
H -3.27333 -0.53457 0.64159
H -1.69852 2.94069 -0.84470
H -0.61866 -0.03587 2.28711
H -0.26048 -1.70930 2.25512
H -3.50901 1.44112 -0.28700

Results
Spin multiplicity: 1
SMILES: O=[N+]([O-])C1([N+](=O)[O-])OC[C@H]2C=CC=C[C@H]21
Kohn-Sham gap, eV: 9.0
Energy above the lowest of the compared OMol25 structures with the same formula, charge and spin, eV: 7.146

The following is a quantum chemistry calculation of a structure of composition C2H2N2O4 at a distorted geometry, from OMol25.

Cartesian coordinates (Å):
C 0.86745 -0.78176 -0.88179
C -0.03825 0.34188 -0.30201
N -1.40977 0.09676 -0.58053
N -0.07750 0.13314 1.54766
O 0.54738 0.92998 2.11768
O 0.67015 -1.93769 -0.60540
O -1.99458 1.01034 -1.12372
O -0.73269 -0.77644 1.85281
H 1.61486 -0.35122 -1.54582
H 0.55296 1.33501 -0.47888

Results
Spin multiplicity: 1
Kohn-Sham gap (spin up / spin down), eV: 8.6 / 8.6
Energy above the lowest of the compared OMol25 structures with the same formula, charge and spin, eV: 6.128

The following is a quantum chemistry calculation of a structure of composition C3H9B3NO5PV at a distorted geometry, from OMol25.

Cartesian coordinates (Å):
C -2.20095 -1.55607 0.02048
C -0.80144 -2.13246 -0.12132
C -0.61500 -3.57352 0.29894
N 0.17842 -1.49759 -0.58932
B 0.89142 -0.52599 0.21541
O 0.71710 -0.30007 1.55267
B 0.95825 0.98951 2.00321
O 1.62095 1.95628 1.16877
B 1.46960 1.57226 -0.13594
P 0.70908 2.68980 -1.59671
O 1.52243 4.07496 -1.71407
O -0.81763 2.92547 -1.41243
O 1.81127 0.30803 -0.45829
H -2.42562 -0.98850 -0.87503
H -2.26095 -0.96444 0.92819
H -2.88469 -2.39087 0.03463
H 0.11332 -4.05742 -0.33812
H -1.55943 -4.09086 0.18212
H -0.35027 -3.60476 1.35446
H 0.64461 1.30072 3.09151
H 1.10256 4.81530 -1.21065
H -1.32493 2.21976 -1.87476
V 3.50188 2.83047 -0.52376

Results
Spin multiplicity: 1
Kohn-Sham gap, eV: 3.3
Net charge: +3

The following is a quantum chemistry calculation of the molecule ClH2NS2 at a distorted geometry, from OMol25.

Cartesian coordinates (Å):
N -0.72791 -0.07379 0.46215
S -0.68751 -1.71605 0.03004
S 0.48867 0.98381 0.03815
Cl -2.52753 0.58954 0.05054
H 0.12519 -1.65700 -1.23198
H 0.68321 1.38368 1.26974

Results
Spin multiplicity: 1
SMILES: SN(S)Cl
Kohn-Sham gap, eV: 8.5
Energy above the lowest of the compared OMol25 structures with the same formula, charge and spin, eV: 0.608

The following is a quantum chemistry calculation of a cluster of 2 separate species, CH6NO in total at a distorted geometry, from OMol25.

Cartesian coordinates (Å):
C -0.41277 -0.14174 -0.38988
N 0.84980 0.33323 0.20286
O -1.22109 -0.14921 0.67714
H -0.74204 0.38777 -1.29421
H 0.47721 -1.73855 -0.92698
H 0.57903 0.29725 1.22243
H 1.63959 -0.33268 -0.01184
H 1.01253 1.43575 0.01264
H -2.18226 -0.09183 0.50784

Results
Spin multiplicity: 1
Kohn-Sham gap, eV: 9.8
Energy above the lowest of the compared OMol25 structures with the same formula, charge and spin, eV: 3.810
Net charge: +1

The following is a quantum chemistry calculation of a structure of composition C8H6O10V at a distorted geometry, from OMol25.

Cartesian coordinates (Å):
O 10.81537 0.86334 18.94319
V 11.91279 -0.04935 19.60494
O 12.44122 0.82982 20.81229
C 13.29980 -1.86347 18.22758
O 13.43643 -1.70941 19.51900
O 12.28485 -1.19738 17.74650
O 14.06846 -2.58424 17.51941
C 10.04946 -1.62399 21.75725
O 8.76920 -1.80023 21.82576
O 10.81538 -1.76358 22.77382
O 10.55350 -1.33838 20.55192
C 13.15762 3.34419 18.70537
C 13.25307 4.65159 18.26493
C 14.37061 5.07762 17.54787
C 15.37221 4.18417 17.24797
C 15.27734 2.85003 17.64616
C 14.15205 2.42680 18.34262
O 13.88893 1.14008 18.58636
O 14.44204 6.44276 17.22080
H 12.25990 2.91936 19.14911
H 12.43324 5.30313 18.54119
H 16.23310 4.51806 16.67585
H 16.00210 2.10964 17.33082
H 14.63200 0.52372 18.54922
H 15.17021 6.84577 17.69776

Results
Spin multiplicity: 1
Kohn-Sham gap, eV: 2.3
Net charge: -3

The following is a quantum chemistry calculation of a structure of composition C30H26BF4IN2O2ReS5Si, from OMol25.

Cartesian coordinates (Å):
Re -0.00529 -0.94805 -0.91384
C -3.94278 -0.04111 -3.10827
C -4.00917 0.21903 -1.63499
N -5.07098 0.78156 -1.10726
C -5.09191 1.03787 0.22386
C -4.08486 0.70120 1.08371
C -4.15914 1.05045 2.54553
O -2.98674 1.71703 3.00585
C -2.94148 0.06953 0.53579
C -1.90777 -0.44714 1.39654
N -0.77771 -0.93371 1.00352
C -0.03551 -1.64545 2.02279
C 0.64670 -0.94935 3.00649
C 1.35598 -1.64704 3.97315
C 1.37339 -3.03314 3.96020
C 0.67325 -3.73240 2.98513
C -0.03150 -3.03884 2.01448
I -1.08778 -4.09841 0.56579
C -2.89099 -0.12546 -0.82987
O -1.82353 -0.60738 -1.46672
H -4.83417 0.35913 -3.58444
H -3.87526 -1.11280 -3.30512
H -3.04855 0.40824 -3.54210
H -5.97541 1.54708 0.59201
H -4.24876 0.15553 3.16407
H -5.05243 1.65351 2.72327
H -2.84956 2.50286 2.46455
H -2.11972 -0.51550 2.45888
H 0.63744 0.13457 2.99899
H 1.90299 -1.09805 4.72778
H 1.92888 -3.57886 4.71139
H 0.67219 -4.81369 2.98060
C 1.76164 -5.59741 -1.53072
S 1.13269 -4.44859 -2.77758
C 2.47353 -3.31141 -2.84610
C 2.76862 -2.37050 -1.93722
S 1.90190 -2.15962 -0.40726
S 4.13082 -1.35281 -2.29613
C 4.56148 -2.06710 -3.81739
S 5.80212 -1.54410 -4.73450
S 3.49114 -3.35529 -4.25436
H 1.03539 -6.40751 -1.47089
H 1.83793 -5.11206 -0.55834
H 2.72503 -6.00150 -1.83392
C 3.28236 1.68718 3.54533
C 2.18768 2.45656 3.17635
C 1.61443 2.28988 1.92046
C 2.11438 1.34709 1.01449
C 3.22328 0.59099 1.40467
C 3.80511 0.75885 2.65298
Si 1.29074 1.15734 -0.66016
C 0.25673 2.69822 -0.90951
C 0.90455 3.82274 -1.42990
C 0.22476 5.02050 -1.60906
C -1.12026 5.11568 -1.27851
C -1.78151 4.00926 -0.76458
C -1.09219 2.81742 -0.58157
H 3.73549 1.81851 4.52009
H 1.78388 3.19268 3.86004
H 0.76736 2.90709 1.64511
H 3.64494 -0.14690 0.72983
H 4.66687 0.16396 2.92929
H 2.32272 1.14046 -1.71624
H 1.95100 3.76416 -1.70958
H 0.74340 5.87825 -2.01819
H -1.65267 6.04596 -1.43031
H -2.83602 4.06980 -0.52185
H -1.62528 1.96722 -0.17958
F -0.11457 1.04419 -3.38716
B 0.31179 -0.07712 -4.05761
F 1.56256 0.02468 -4.58103
F -0.63293 -0.64366 -4.85713
F 0.49926 -1.16435 -2.89401

Results
Spin multiplicity: 2
⟨S²⟩: 1.05
Kohn-Sham gap (spin up / spin down), eV: 5.9 / 6.3

The following is a quantum chemistry calculation of a cluster of 3 separate species, C4H13NO2 in total at a distorted geometry, from OMol25.

Cartesian coordinates (Å):
N 1.95746 -1.07236 0.79232
C 0.75856 -1.67481 0.21264
C -0.35938 -1.01190 1.00168
C 0.14770 0.38432 1.17256
C 1.68482 0.28717 1.21207
H 2.84479 -1.31230 0.40332
H 0.66811 -1.33623 -0.83145
H 0.71918 -2.75974 0.25891
H -1.30657 -1.10684 0.46552
H -0.53554 -1.59911 1.90545
H -0.10571 0.96752 0.28063
H -0.29716 0.94773 1.99086
H 2.16073 1.07433 0.61053
H 2.00035 0.53120 2.23449
H 0.88329 1.60124 -1.94140
H -0.63608 1.48877 -1.96373
O 0.17503 1.14131 -2.40018
H -3.31388 1.05506 -1.09159
H -3.94650 0.85976 -2.42110
O -3.49920 1.53488 -1.89154

Results
Spin multiplicity: 1
SMILES: C1CCNC1.O.O
Kohn-Sham gap, eV: 8.8
Energy above the lowest of the compared OMol25 structures with the same formula, charge and spin, eV: 0.809